Molecular formula: C20H27NO2
Method: DFT, ωB97M-V with the def2-TZVPD basis set

Each line ends with the Mulliken charge.
Element x y z (Å)
C: 1.4537 3.2080 -1.6059  -1.155
C: 0.1880 2.3917 -1.8614  -0.445
C: -0.3909 1.9019 -0.5428  0.700
O: -0.6823 2.7072 0.3247  -0.663
N: -0.5989 0.5724 -0.3675  0.735
C: -0.2799 -0.4704 -1.3201  -1.866
C: 1.2150 -0.8068 -1.4157  -0.499
C: 1.7860 -1.4081 -0.1263  0.909
C: 1.9252 -0.3630 0.9363  -0.746
C: 1.7317 -0.4365 2.2851  -0.397
C: 2.0373 0.8456 2.8041  -0.838
C: 2.4005 1.6001 1.7356  -0.622
O: 2.3442 0.8763 0.6045  -0.125
C: 3.1501 -2.1159 -0.3384  0.328
C: 2.9859 -3.4406 -1.0804  -1.622
C: 4.1647 -1.2250 -1.0498  -1.509
C: -1.3062 0.1462 0.8330  -1.049
C: -2.6953 -0.3277 0.4983  0.419
C: -3.5971 0.5475 -0.0962  -0.383
C: -4.8676 0.1217 -0.4355  -0.703
C: -5.2529 -1.1852 -0.1836  -0.397
C: -4.3623 -2.0622 0.4099  -0.652
C: -3.0883 -1.6356 0.7453  -0.194
H: 2.2480 2.5709 -1.2246  0.125
H: 1.7939 3.6811 -2.5244  0.431
H: 1.2447 3.9781 -0.8677  0.308
H: 0.3913 1.5913 -2.5667  0.301
H: -0.5710 3.0488 -2.2959  0.437
H: -0.6515 -0.1985 -2.3143  0.360
H: -0.8279 -1.3643 -1.0114  0.570
H: 1.7800 0.0902 -1.6623  0.190
H: 1.3317 -1.5233 -2.2299  0.424
H: 1.0908 -2.1667 0.2523  0.698
H: 1.4085 -1.2936 2.8415  0.577
H: 1.9873 1.1557 3.8273  0.493
H: 2.6992 2.6252 1.6471  0.532
H: 3.5373 -2.3402 0.6628  0.434
H: 2.2784 -4.0871 -0.5658  0.405
H: 2.6332 -3.2834 -2.0968  0.312
H: 3.9420 -3.9558 -1.1338  0.455
H: 3.8901 -1.0776 -2.0913  0.253
H: 5.1487 -1.6879 -1.0220  0.485
H: 4.2315 -0.2542 -0.5662  0.323
H: -0.7396 -0.6431 1.3325  0.255
H: -1.3514 1.0198 1.4897  0.436
H: -3.2933 1.5669 -0.2835  0.437
H: -5.5618 0.8103 -0.8945  0.392
H: -6.2461 -1.5179 -0.4472  0.379
H: -4.6583 -3.0817 0.6103  0.383
H: -2.3964 -2.3241 1.2114  0.383

Summary:
HOMO   -8.3099 eV
Frontier orbital gap   0.3335 hartree
SMILES   CCC(=O)N(CC[C@H](c1ccco1)C(C)C)Cc1ccccc1



Molecular formula: C20H27NO4S
Method: DFT, ωB97M-V with the def2-TZVPD basis set

Each line ends with the Mulliken charge.
Element x y z (Å)
C: 0.0687 3.4316 -0.0415  -0.828
C: 0.7908 2.8256 1.1298  -0.389
H: 1.2969 3.7079 1.6842  0.351
H: -0.0804 2.3527 1.7412  0.292
O: 1.6933 1.7317 0.7008  -0.610
C: 1.3131 0.6250 0.3061  0.758
C: 0.0026 0.0389 0.4109  -0.619
C: -0.1733 -1.0432 -0.4754  0.613
C: 0.8448 -1.7393 -1.0168  -1.855
C: 2.2274 -1.2993 -0.9091  0.409
C: 2.3781 0.2122 -0.3211  0.913
O: 3.6232 0.5587 -0.4887  -0.207
C: 4.0387 1.6519 -0.7352  -0.196
C: 4.6362 2.5861 0.6479  -1.675
H: 3.8832 2.4807 1.2940  0.391
H: 5.4316 1.9236 1.0534  0.343
H: 4.9262 3.3609 0.4294  0.692
H: 3.0894 2.3137 -0.8805  0.063
H: 4.8569 1.9442 -1.5004  0.312
O: 3.1229 -1.9519 -1.4045  -0.383
C: 4.2947 -2.3044 -0.8960  -0.329
C: 3.9438 -3.0392 0.5958  -1.239
H: 3.4648 -2.4463 1.2071  0.457
H: 3.4473 -3.9833 0.3487  0.265
H: 4.9973 -3.2482 0.6684  0.423
H: 5.0249 -2.8463 -1.5300  0.462
H: 4.8864 -1.5703 -0.5349  0.232
H: 0.7561 -2.5522 -1.4310  1.135
C: -1.6046 -1.6788 -0.3089  0.446
O: -1.9084 -2.2806 -1.3199  -0.724
N: -2.2522 -1.3565 0.6542  -0.078
H: -1.8951 -1.0053 1.3638  0.340
C: -3.6127 -1.8405 0.8256  -0.246
C: -3.8683 -2.9125 1.9942  -2.263
H: -4.9086 -3.1954 2.0652  0.340
H: -3.1507 -3.4479 1.9857  0.821
H: -3.5921 -2.2411 2.7636  0.520
H: -3.8520 -2.4106 0.1473  0.985
C: -4.5843 -0.6000 0.8917  -1.474
C: -4.4165 0.4048 -0.1699  0.917
C: -4.6218 0.0872 -1.3978  -0.591
C: -4.3313 1.2584 -2.1530  -0.491
C: -3.5018 2.0196 -1.6951  -0.077
S: -3.3192 1.5158 -0.0326  -0.253
H: -2.9956 2.9874 -2.1699  0.302
H: -4.2480 1.1934 -3.4558  0.138
H: -5.2585 -0.7348 -1.8669  0.314
H: -4.2646 -0.2693 1.8586  0.454
H: -5.5770 -0.8891 0.7433  0.427
H: -0.8590 0.7839 0.7242  -0.350
H: -0.3857 2.6982 -0.7960  0.124
H: -0.7410 4.1751 0.0982  0.422
H: 0.9633 4.0177 -0.8027  0.218

Summary:
HOMO   -7.4787 eV
Frontier orbital gap   0.2938 hartree



Molecular formula: C20H28BiClN3O5
Method: DFT, ωB97M-V with the def2-TZVPD basis set

Each line ends with the Mulliken charge.
Element x y z (Å)
Bi: 0.1218 -0.0028 0.7349  0.789
Cl: 2.0629 -0.0540 -0.8037  -0.588
N: 0.2669 2.3400 0.6721  0.002
N: 0.1948 -2.3481 0.6898  0.011
C: -0.2072 2.9955 -0.3708  0.669
C: -0.2710 -3.0043 -0.3556  0.659
C: 1.2262 3.1303 1.4321  1.276
C: 1.5216 4.2345 0.4114  -0.817
C: 2.4242 2.2435 1.8487  -1.498
C: 0.4884 3.5616 2.7331  -1.311
H: 2.8851 1.8007 0.9292  0.338
H: 2.0574 1.4527 2.5616  0.205
H: 3.1630 2.9067 2.3719  0.464
H: -0.4154 4.1637 2.4701  0.380
H: 1.1823 4.1665 3.3638  0.394
H: 0.2223 2.6227 3.2851  0.084
C: 1.1135 -3.1549 1.4831  1.296
C: 1.3999 -4.2834 0.4878  -0.819
C: 0.3330 -3.5433 2.7726  -1.317
C: 2.3277 -2.2979 1.9126  -1.491
H: 2.8120 -1.8710 0.9972  0.336
H: 3.0432 -2.9757 2.4501  0.463
H: 1.9679 -1.4943 2.6153  0.220
H: -0.5805 -4.1244 2.4967  0.385
H: 0.0816 -2.5854 3.2994  0.083
H: 0.9945 -4.1561 3.4305  0.387
O: 0.2906 -4.1664 -0.5177  -0.386
H: 1.4307 -5.2898 0.9814  0.294
H: 2.3767 -4.0783 -0.0124  0.345
O: 0.3815 4.1404 -0.5628  -0.385
H: 2.4773 3.9886 -0.1115  0.346
H: 1.5978 5.2464 0.8879  0.295
C: -1.4460 2.6269 -1.1857  -1.545
C: -1.4774 -2.6114 -1.2091  -1.508
C: -1.4927 -1.2305 -1.9338  0.879
H: -2.3128 -2.5312 -0.4811  0.225
H: -1.7028 -3.4392 -1.8915  0.394
C: -1.6369 0.0134 -1.2259  -0.246
C: -1.4819 1.2568 -1.9250  0.906
H: -1.8526 0.0214 -0.0004  -0.150
C: -1.6606 1.2501 -3.3421  0.696
C: -1.7440 0.0244 -4.0086  -0.970
C: -1.8393 2.5367 -4.1341  -1.718
C: -1.6697 -1.2080 -3.3522  0.671
H: -1.8489 0.0289 -5.0957  0.118
C: -1.8562 -2.4852 -4.1595  -1.712
H: -1.9769 -2.3060 -5.2508  0.309
H: -2.7838 -3.0008 -3.8186  0.322
H: -1.0021 -3.1887 -4.0421  0.344
H: -2.7653 3.0533 -3.7908  0.319
H: -1.9555 2.3723 -5.2280  0.313
H: -0.9827 3.2344 -4.0029  0.338
H: -1.6984 3.4641 -1.8432  0.428
H: -2.2519 2.5302 -0.4268  0.220
O: 1.0842 0.0598 5.2376  -0.605
N: 0.1222 0.0112 4.5226  0.742
O: -1.0439 0.0002 4.8802  -0.617
O: 0.3051 -0.0470 3.1235  -0.261

Summary:
HOMO (spin up / spin down)   -1.0046 / -1.0012 eV
Frontier orbital gap (spin up / spin down)   0.1393 / 0.1392 hartree
Charge   -1



What electronic energy values result from the calculations? In sequence: -26763.594; -41674.415; -54258.887 eV.
What ΔE to the lowest compared entry with this formula, charge and spin values result from the calculations? In sequence: 20.2; 433.2; 29.3 kcal per mole.